P:
Computed, not measured: a molecular structure, C2HO5, with wB97M-V/def2-TZVPD.

The HOMO-LUMO gap is 7.5 eV. The charge is -1. The HOMO energy is -3.3971 eV.

Cartesian coordinates (Å):
H  2.166  1.473  0.206
C  -1.908  -0.428  -0.142
O  -2.318  0.376  0.593
C  1.199  -0.339  0.480
O  -1.968  -1.364  -0.865
O  -0.143  0.255  -0.153
O  0.783  -0.581  -0.856
O  2.189  0.608  0.737

These are the natural (NBO) partial charges, in e, on atoms 1 to 4:
1. H 0.431
2. C 1.038
3. O -0.611
4. C 0.296

Q:
Computed, not measured: a gas-phase ion, C2HO5 (charge -1), with wB97M-V/def2-TZVPD.

The HOMO-LUMO gap is 9.5 eV. The charge is -1. The HOMO energy is -5.2950 eV. Its SMILES is O=C([O-])C(=O)OO.

Cartesian coordinates (Å):
O  -0.842  -0.612  0.685
C  0.449  1.548  0.930
O  -0.552  0.651  1.390
O  1.793  2.234  -0.845
C  1.095  1.262  -0.491
O  0.792  2.325  1.736
O  0.924  0.162  -1.057
H  -0.158  -0.561  -0.247

These are the natural (NBO) partial charges, in e, on atoms 1 to 4:
1. O -0.510
2. C 0.656
3. O -0.331
4. O -0.683

Which is the most stable structure? Q is the most stable.